[1]
Below is C25H27BrFeIN6O4PS3 as an isolated structure at a distorted geometry, with properties calculated with ωB97M-V with the def2-TZVPD basis set.

The geometry in XYZ format:
```
69
Properties=species:S:1:pos:R:3:mulliken_spin:R:1
Fe 6.61 12.04 10.06 4.330
C 12.01 10.47 10.98 0.000
N 10.81 11.28 10.69 0.001
C 10.90 12.63 10.72 0.002
C 9.64 13.13 10.55 0.005
N 8.82 12.07 10.36 0.062
C 9.55 10.92 10.35 -0.007
P 8.84 9.27 10.35 0.001
C 7.76 9.58 8.82 -0.017
N 6.92 10.59 8.68 0.075
C 6.35 10.37 7.44 0.007
C 6.80 9.21 6.89 0.001
N 7.75 8.72 7.74 0.004
C 8.53 7.48 7.65 0.001
C 7.46 9.45 11.47 -0.011
N 6.54 10.45 11.41 0.073
C 5.67 10.26 12.48 0.015
C 6.00 9.13 13.15 0.002
N 7.21 8.63 12.51 0.004
C 8.06 7.59 13.06 0.000
H 12.78 11.10 11.36 0.000
H 12.34 9.89 10.04 0.000
H 11.73 9.71 11.68 0.000
H 11.86 13.09 11.07 0.001
H 9.26 14.13 10.53 0.002
H 5.51 10.89 6.99 0.001
H 6.67 8.74 5.96 0.001
H 8.78 7.21 6.62 0.000
H 7.98 6.71 8.25 0.000
H 9.56 7.59 8.00 0.000
H 4.84 10.90 12.75 0.004
H 5.66 8.66 14.02 0.001
H 7.67 6.62 12.87 0.000
H 8.15 7.68 14.15 0.000
H 9.01 7.55 12.59 0.000
Br 6.55 19.35 13.26 0.000
C 6.62 18.92 15.10 0.000
C 7.25 19.85 15.88 0.000
C 7.28 19.58 17.29 0.000
C 6.67 18.48 17.80 0.000
C 6.16 17.51 16.94 0.000
C 6.18 17.72 15.57 0.000
I 5.43 16.07 14.39 0.000
H 7.55 20.85 15.51 0.000
H 7.71 20.40 17.94 0.000
H 6.59 18.29 18.90 0.000
H 5.74 16.59 17.24 0.000
O 4.68 12.50 10.09 0.199
S 4.82 13.71 11.15 -0.025
O 6.29 13.51 11.45 0.139
O 4.67 15.00 10.53 0.012
S 3.79 13.37 12.68 0.032
C 4.57 14.16 7.30 0.002
S 6.39 14.01 7.29 0.020
O 7.01 13.29 8.56 0.059
C 6.89 15.67 7.33 0.000
C 6.77 16.44 8.50 0.001
C 7.06 17.78 8.42 0.000
C 7.48 18.41 7.23 0.002
C 7.65 17.61 6.08 -0.001
C 7.38 16.25 6.15 0.002
H 4.23 14.63 8.18 0.000
H 4.09 13.21 7.12 0.001
H 4.38 14.82 6.45 0.000
H 6.39 16.08 9.46 0.000
H 7.15 18.35 9.36 0.000
H 7.79 19.45 7.06 0.000
H 8.03 17.99 5.17 0.000
H 7.39 15.57 5.25 0.000
```

Output
Maximum force ... 3.70 eV/A
Energy above the lowest of the compared OMol25 structures with the same formula, charge and spin ... 90.70 kJ/mol
Spin multiplicity ... 6
Charge ... +1
Orbital gap (alpha / beta) ... 7.0 / 6.3 eV

[2]
Below is a 2-piece molecular cluster, C3H6ClN overall at a distorted geometry, with properties calculated with ωB97M-V with the def2-TZVPD basis set.

The geometry in XYZ format:
```
11
Properties=species:S:1:pos:R:3:lowdin_charge:R:1
C -1.23 0.53 0.05 -0.368
C -2.25 -0.58 -0.01 -0.101
C 3.07 0.15 -0.06 -0.514
N -0.03 0.58 -0.05 0.186
Cl 4.47 0.25 0.90 0.511
H -1.89 1.35 0.44 0.120
H -3.23 -0.55 0.48 0.070
H -1.69 -1.51 0.14 0.069
H -2.55 -0.79 -1.13 0.111
H 3.26 0.50 -1.06 -0.014
H 2.07 0.06 0.30 -0.071
```

Output
Maximum force ... 4.72 eV/A
Energy above the lowest of the compared OMol25 structures with the same formula, charge and spin ... 369.92 kJ/mol
Orbital gap (alpha / beta) ... 10.3 / 7.1 eV

[3]
Below is C43H39F6N4O8S2Ta as an isolated structure at a distorted geometry, with properties calculated with ωB97M-V with the def2-TZVPD basis set.

The geometry in XYZ format:
```
103
Properties=species:S:1:pos:R:3:lowdin_charge:R:1
Ta 0.16 0.24 -0.02 1.998
O 1.24 -0.41 -1.28 -0.303
C 2.32 -1.09 -2.01 -0.329
C 1.99 -2.56 -1.74 -0.038
C 1.91 -3.00 -0.29 -0.219
C 2.61 -4.15 0.06 -0.005
C 2.54 -4.62 1.36 -0.004
C 1.83 -3.88 2.29 -0.004
C 1.19 -2.72 1.89 -0.250
C 0.60 -1.82 2.94 -0.044
C 1.21 -0.42 2.95 -0.327
O 0.76 0.14 1.66 -0.290
C 2.72 -0.40 2.97 -0.171
C 3.39 -1.30 3.80 -0.035
C 4.77 -1.23 3.93 -0.047
C 5.49 -0.26 3.25 -0.056
C 4.83 0.63 2.42 -0.055
C 3.45 0.55 2.27 -0.010
C 0.58 0.44 4.04 -0.145
C -0.78 0.77 3.94 -0.039
C -1.39 1.52 4.93 -0.066
C -0.67 1.95 6.03 -0.058
C 0.68 1.63 6.13 -0.047
C 1.30 0.88 5.14 -0.001
N 1.15 -2.32 0.59 0.126
C 3.64 -0.57 -1.49 -0.173
C 3.88 0.81 -1.53 -0.037
C 5.12 1.31 -1.18 -0.054
C 6.14 0.44 -0.81 -0.072
C 5.91 -0.92 -0.76 -0.050
C 4.66 -1.42 -1.10 -0.006
C 2.13 -0.81 -3.50 -0.150
C 0.87 -0.91 -4.07 -0.045
C 0.69 -0.73 -5.44 -0.061
C 1.78 -0.45 -6.25 -0.060
C 3.05 -0.38 -5.69 -0.047
C 3.23 -0.56 -4.32 -0.001
H 2.72 -3.17 -2.28 0.139
H 1.03 -2.75 -2.22 0.131
H 3.20 -4.66 -0.68 0.129
H 3.06 -5.52 1.65 0.129
H 1.80 -4.18 3.33 0.128
H 0.72 -2.26 3.93 0.139
H -0.47 -1.67 2.79 0.096
H 2.85 -2.04 4.37 0.120
H 5.29 -1.93 4.58 0.115
H 6.57 -0.19 3.37 0.115
H 5.38 1.40 1.89 0.108
H 2.95 1.25 1.61 0.089
H -1.35 0.46 3.08 0.090
H -2.44 1.77 4.84 0.108
H -1.15 2.54 6.81 0.115
H 1.25 1.97 6.98 0.116
H 2.36 0.66 5.23 0.119
H 3.11 1.48 -1.88 0.112
H 5.31 2.38 -1.23 0.118
H 7.12 0.83 -0.56 0.117
H 6.70 -1.60 -0.47 0.116
H 4.51 -2.49 -1.08 0.105
H 0.02 -1.16 -3.45 0.095
H -0.30 -0.81 -5.87 0.110
H 1.65 -0.32 -7.31 0.114
H 3.91 -0.19 -6.32 0.116
H 4.22 -0.49 -3.90 0.123
O -1.43 -1.12 -1.37 -0.147
C -2.55 -0.37 -1.90 -0.112
C -1.93 0.73 -2.69 -0.284
C -2.51 1.22 -3.85 0.018
C -1.85 2.22 -4.55 -0.002
C -0.62 2.65 -4.09 -0.002
C -0.11 2.10 -2.93 -0.105
N -0.77 1.18 -2.21 0.025
H -1.77 -1.93 -0.97 0.090
H -3.15 0.02 -1.07 0.132
H -3.16 -1.00 -2.53 0.146
H -3.45 0.81 -4.19 0.134
H -2.29 2.63 -5.45 0.129
H -0.05 3.40 -4.62 0.129
H 0.87 2.39 -2.59 0.098
F -1.77 3.90 2.59 0.180
C -2.67 3.53 1.70 -0.683
F -3.40 2.53 2.17 0.164
F -3.44 4.55 1.38 0.201
S -1.86 2.94 0.15 0.716
O -1.33 1.59 0.56 -0.450
O -2.87 2.94 -0.84 -0.195
N -0.68 3.92 -0.13 -0.240
S 0.84 3.59 -0.11 0.710
O 1.10 2.09 -0.22 -0.445
O 1.59 4.36 -1.03 -0.183
C 1.46 3.98 1.59 -0.684
F 2.77 3.80 1.57 0.180
F 1.16 5.24 1.83 0.200
F 0.90 3.18 2.47 0.175
C -3.77 -1.68 1.98 0.048
C -2.41 -1.84 1.36 -0.532
N -1.98 -3.09 1.11 0.224
O -1.71 -0.86 1.08 -0.115
H -3.72 -2.00 3.02 0.112
H -4.51 -2.30 1.47 0.103
H -4.06 -0.63 1.94 0.095
H -2.53 -3.89 1.37 0.139
H -1.02 -3.24 0.84 0.099
```

Output
Maximum force ... 2.67 eV/A
Energy above the lowest of the compared OMol25 structures with the same formula, charge and spin ... 97.69 kJ/mol
Charge ... +2
Orbital gap ... 8.1 eV

[4]
Below is a 4-piece molecular cluster, C18H30F7N2O10S4 overall at a distorted geometry, with properties calculated with ωB97M-V with the def2-TZVPD basis set.

The geometry in XYZ format:
```
71
Properties=species:S:1:pos:R:3:lowdin_charge:R:1
N -1.84 1.89 -1.42 0.010
C -0.77 0.96 -0.92 -0.214
C 0.32 1.71 -0.06 -0.248
N 0.81 0.86 1.07 -0.057
S 1.68 -0.49 0.56 0.718
O 2.85 -0.58 1.43 -0.293
O 2.16 -0.38 -0.81 -0.285
C 0.69 -2.06 0.87 -0.406
F 1.23 -2.61 2.01 0.078
F -0.61 -1.79 1.21 0.100
C 0.83 -3.16 -0.23 -0.312
F 0.23 -4.29 0.29 0.110
F 2.12 -3.51 -0.45 0.130
C 0.12 -2.89 -1.61 -0.484
F 0.93 -2.36 -2.54 0.163
F -0.24 -4.12 -2.11 0.120
F -1.01 -2.17 -1.53 0.176
C -0.27 3.01 0.64 -0.702
O -1.36 3.00 1.23 -0.049
O 0.48 4.04 0.57 -0.101
H -1.89 1.73 -2.43 0.025
H -2.72 1.50 -1.09 0.067
H -0.22 0.47 -1.76 0.099
H -1.29 0.19 -0.30 0.099
H 1.14 2.02 -0.74 0.133
H -0.02 0.61 1.62 0.108
C -3.62 4.90 -5.54 -0.225
C -4.88 4.28 -6.15 -0.224
C -5.24 3.04 -5.32 -0.226
S -4.60 3.35 -3.67 0.679
O -3.55 2.41 -3.40 -0.322
O -5.71 3.55 -2.77 -0.316
C -3.86 4.93 -4.04 -0.223
H -3.43 5.89 -5.94 0.113
H -2.76 4.27 -5.77 0.120
H -5.70 5.00 -6.11 0.114
H -4.74 4.02 -7.20 0.110
H -6.31 2.88 -5.27 0.099
H -4.75 2.15 -5.71 0.102
H -2.95 5.06 -3.46 0.118
H -4.58 5.71 -3.77 0.108
C 1.17 5.23 5.54 -0.231
C 1.65 3.98 6.28 -0.227
C 0.59 2.89 6.08 -0.229
S -0.21 3.27 4.51 0.661
O -1.59 3.61 4.78 -0.316
O 0.14 2.27 3.55 -0.309
C 0.70 4.76 4.17 -0.222
H 1.96 5.98 5.45 0.109
H 0.34 5.68 6.09 0.114
H 2.60 3.65 5.85 0.114
H 1.82 4.17 7.34 0.105
H 1.03 1.90 6.03 0.098
H -0.17 2.92 6.86 0.098
H 0.05 5.48 3.66 0.115
H 1.54 4.50 3.53 0.113
C 4.37 -6.70 0.41 -0.215
C 2.98 -6.36 -0.14 -0.221
C 2.46 -7.59 -0.89 -0.215
S 3.23 -9.01 -0.11 0.663
O 4.12 -9.64 -1.06 -0.328
O 2.24 -9.76 0.62 -0.332
C 4.22 -8.08 1.05 -0.236
H 4.71 -5.96 1.13 0.119
H 5.09 -6.75 -0.41 0.120
H 2.31 -6.11 0.68 0.116
H 3.02 -5.49 -0.80 0.100
H 1.38 -7.68 -0.81 0.104
H 2.76 -7.58 -1.94 0.105
H 5.18 -8.58 1.21 0.105
H 3.67 -8.02 1.99 0.108
```

Output
Maximum force ... 4.63 eV/A
Charge ... -1
Orbital gap ... 6.5 eV